Entry 1:
{
  "formula": "C11H15F2N6O2",
  "method": "ωB97M-V with the def2-TZVPD basis set",
  "total_charge": 1,
  "gap_ha": 0.3008,
  "e_lumo_ev": -3.9,
  "largest_force_ev_per_a": 0.57,
  "e_homo_ev": -12.115,
  "energy_ha": -1106.51414,
  "elements": ["N", "C", "N", "N", "C", "C", "C", "O", "N", "O", "N", "C", "N", "F", "H", "H", "H", "H", "H", "H", "H", "H", "H", "H", "F", "C", "C", "C", "C", "C", "C", "H", "H", "H", "H", "H"],
  "xyz": [[-0.2305, 0.4355, -3.5194], [1.1667, 0.6585, -3.8058], [1.4527, 0.1117, -5.1264], [1.4048, 2.0934, -3.7885], [2.1381, 0.0211, -2.7350], [1.6026, 0.0027, -1.3511], [1.3112, 0.9868, -0.4501], [1.4065, 2.3056, -0.5266], [2.8812, 2.7508, -0.8718], [2.8851, 3.8473, -1.1122], [0.8203, 0.3939, 0.6930], [0.7529, -0.9268, 0.5422], [1.2242, -1.1360, -0.6727], [1.3175, -2.3661, -1.1956], [-0.4697, -0.5196, -3.2921], [-0.6003, 1.0711, -2.8265], [2.4188, 0.2822, -5.3874], [1.3015, -0.8908, -5.1623], [2.0130, 2.3645, -4.5502], [0.5332, 2.5947, -3.9050], [2.3873, -0.9983, -3.0358], [3.0630, 0.6035, -2.7359], [0.5101, 0.8801, 1.5248], [0.3902, -1.6408, 1.2625], [-0.2502, -0.5997, 3.1707], [-1.4697, -0.8415, 3.7648], [-1.6407, -2.0338, 4.4297], [-2.8721, -2.2727, 5.0236], [-3.8870, -1.3298, 4.9383], [-3.6759, -0.1383, 4.2592], [-2.4498, 0.1189, 3.6616], [-0.8329, -2.7508, 4.4859], [-3.0342, -3.1984, 5.5579], [-4.8427, -1.5226, 5.4049], [-4.4651, 0.5978, 4.1942], [-2.2602, 1.0461, 3.1369]]
}

=====

Entry 2:
{
  "formula": "C11H15FNO4V",
  "method": "ωB97M-V with the def2-TZVPD basis set",
  "total_charge": 2,
  "gap_ha": 0.1456,
  "e_lumo_ev": -13.0,
  "largest_force_ev_per_a": 1.84,
  "e_homo_ev": -17.012,
  "energy_ha": -1826.58665,
  "elements": ["C", "C", "C", "C", "C", "O", "O", "N", "F", "C", "C", "C", "C", "O", "O", "C", "C", "H", "H", "H", "H", "H", "H", "H", "H", "H", "H", "H", "H", "H", "H", "H", "V"],
  "xyz": [[0.0738, -0.4904, 4.2423], [-0.7351, -0.9547, 3.4792], [-1.6118, -1.2251, 2.3276], [-0.6384, -1.4666, 1.1145], [-1.0187, -2.6218, 0.2129], [-1.9937, -3.3134, 0.4181], [-0.2977, -2.8544, -0.7629], [-0.3447, -0.2366, 0.4039], [-0.0443, 0.7925, 1.2678], [-1.3451, 0.0980, -0.6159], [-1.6914, 1.5960, -0.6441], [-0.6607, 2.4882, -1.3971], [0.7808, 1.9796, -1.3951], [1.5404, 2.2895, -0.5223], [1.1249, 1.1963, -2.4412], [2.3879, 0.5627, -2.2812], [2.4149, -0.4791, -1.1594], [0.8231, -0.0289, 4.8432], [-2.2017, -2.1108, 2.5514], [-2.2119, -0.3476, 2.0852], [0.3219, -1.7999, 1.6280], [-0.9038, -0.1794, -1.5860], [-2.2877, -0.4591, -0.5170], [-2.6227, 1.6425, -1.2147], [-1.9491, 1.9727, 0.3455], [-0.7259, 3.4978, -0.9985], [-0.9824, 2.5527, -2.4413], [2.5730, 0.0135, -3.2053], [3.2237, 1.2539, -2.1685], [1.5512, -1.1467, -1.3056], [2.2308, 0.0464, -0.1593], [3.3421, -1.0528, -1.0957], [1.9576, -1.1255, 1.4584]]
}

=====

Entry 3:
{
  "formula": "C11H15IN3",
  "method": "ωB97M-V with the def2-TZVPD basis set",
  "total_charge": 1,
  "gap_ha": 0.2899,
  "e_lumo_ev": -3.6,
  "largest_force_ev_per_a": 6.03,
  "e_homo_ev": -11.459,
  "energy_ha": -889.86900,
  "relative_energy_kj_mol": 126.0,
  "elements": ["C", "C", "C", "C", "C", "C", "C", "C", "C", "C", "C", "N", "N", "N", "I", "H", "H", "H", "H", "H", "H", "H", "H", "H", "H", "H", "H", "H", "H", "H"],
  "xyz": [[0.1842, 3.3208, 0.8098], [-0.3225, 2.3577, 1.6546], [0.7062, 1.4786, -0.6632], [0.2306, 0.5000, 0.1921], [0.7118, 2.9139, -0.4514], [-0.2585, 1.0165, 1.4100], [0.2261, -0.9417, -0.1470], [-0.3805, -1.7648, 0.8039], [-1.0489, -1.2156, 2.0512], [1.1458, 3.8257, -1.5170], [0.6380, -1.4187, -1.5168], [-0.8874, 0.1267, 2.2533], [-0.3066, -3.1305, 0.7421], [-1.8312, -1.8923, 2.8172], [-0.5296, -5.5300, -2.2331], [-0.0324, 4.3618, 0.9981], [-0.8058, 2.7950, 2.4957], [1.0571, 1.1003, -1.6332], [1.5700, 3.1477, -2.2562], [0.2888, 4.1517, -2.0421], [1.7562, 4.5661, -1.0542], [1.6688, -1.1757, -1.6330], [0.1659, -0.8216, -2.2901], [0.6219, -2.5431, -1.8806], [-1.2158, 0.6511, 3.1045], [-0.4521, -3.9353, 1.4147], [-0.3600, -6.4064, -3.4664], [0.4284, -3.4640, 0.0597], [-2.3232, -1.2937, 3.5308], [-2.1916, -2.7354, 2.4008]]
}

=====

Entry 4:
{
  "formula": "C11H15IN3O12P2Ti",
  "method": "ωB97M-V with the def2-TZVPD basis set",
  "total_charge": -1,
  "gap_ha": [0.2435, 0.2599],
  "e_lumo_ev": [2.1, 1.6],
  "largest_force_ev_per_a": 1.07,
  "s2": 2.01,
  "e_homo_ev": [-4.555, -5.454],
  "energy_ha": -3325.78881,
  "spin_multiplicity": 3,
  "relative_energy_kj_mol": 0.0,
  "elements": ["Ti", "O", "C", "C", "C", "N", "C", "C", "C", "O", "O", "C", "O", "O", "H", "H", "H", "N", "C", "C", "P", "O", "O", "O", "P", "O", "O", "O", "H", "H", "H", "H", "H", "H", "H", "H", "N", "C", "O", "C", "I", "H", "H", "H", "H"],
  "xyz": [[-0.0266, 0.0681, -0.5568], [2.5136, 4.9184, 2.4382], [2.0201, 3.8291, 1.7998], [2.3051, 3.5674, 0.4585], [1.7546, 2.4358, -0.0972], [0.9697, 1.6296, 0.6001], [0.6921, 1.8688, 1.8748], [1.2104, 2.9681, 2.5273], [-0.1968, 0.8289, 2.4955], [-0.4136, 0.7883, 3.6917], [-0.6979, 0.0239, 1.5994], [1.9543, 1.9870, -1.5321], [2.6836, 2.6117, -2.2709], [1.2832, 0.9139, -1.8163], [3.0519, 5.4249, 1.8201], [2.9375, 4.2096, -0.1437], [0.9947, 3.1553, 3.5711], [-1.3052, -2.3320, 1.9444], [-1.0942, -3.0819, 0.6662], [-1.5275, -4.5438, 0.8273], [-2.1489, -2.1534, -0.5455], [-2.7503, -3.3066, -1.4491], [-3.1295, -1.3967, 0.2685], [-1.1534, -1.3587, -1.4028], [0.7024, -2.9691, 0.2680], [1.3399, -3.4938, 1.6828], [1.0683, -3.8858, -0.8230], [1.0306, -1.4874, 0.2495], [-2.3067, -2.2946, 2.1399], [-1.0110, -1.1967, 1.8804], [-0.7883, -2.7602, 2.7057], [-2.5966, -4.6106, 1.0431], [-0.9745, -5.0164, 1.6426], [-1.3306, -5.0923, -0.0907], [-3.1550, -2.9138, -2.2480], [1.7825, -4.3301, 1.4960], [-3.5961, 1.8650, -1.6828], [-2.3096, 1.4905, -1.9214], [-1.5412, 1.4078, -0.9019], [-1.9121, 1.2577, -3.2557], [-3.6194, -0.9373, -4.1142], [-3.8638, 1.7230, -0.7196], [-4.2593, 1.4969, -2.3534], [-0.9213, 0.8867, -3.4616], [-2.4635, 1.7317, -4.0496]]
}

=====

Entry 5:
{
  "formula": "C11H15N",
  "method": "ωB97M-V with the def2-TZVPD basis set",
  "gap_ha": 0.3151,
  "e_lumo_ev": 0.9,
  "largest_force_ev_per_a": 2.31,
  "e_homo_ev": -7.665,
  "smiles": "Cc1c[nH]c2ccccc12.CC",
  "energy_ha": -482.86951,
  "relative_energy_kj_mol": 119.9,
  "elements": ["C", "C", "C", "N", "C", "C", "C", "C", "C", "C", "H", "H", "H", "H", "H", "H", "H", "H", "H", "C", "C", "H", "H", "H", "H", "H", "H"],
  "xyz": [[0.8865, 1.7481, 1.7196], [1.0983, 0.6922, 0.6829], [0.6923, -0.6270, 0.9214], [0.8450, -1.3605, -0.2081], [1.3483, -0.5406, -1.1970], [1.9592, -0.9346, -2.3996], [2.5886, -0.0075, -3.2016], [2.6684, 1.3344, -2.7497], [2.2341, 1.6817, -1.5189], [1.5797, 0.7374, -0.6668], [1.1692, 1.4405, 2.7174], [-0.2114, 1.8352, 1.8973], [1.1578, 2.7620, 1.4348], [0.4074, -1.0938, 1.8483], [0.9560, -2.3291, -0.4617], [1.9983, -1.8957, -2.9324], [3.0015, -0.2897, -4.1735], [3.2034, 1.9593, -3.4275], [2.3161, 2.6877, -1.1153], [-3.4473, -1.1538, 2.2794], [-4.0296, -0.8167, 0.8718], [-2.3566, -1.2268, 2.2616], [-3.5698, -0.3115, 2.9827], [-3.9867, -1.9882, 2.7069], [-3.4025, -1.2434, 0.1006], [-4.1265, 0.2709, 0.8627], [-4.9795, -1.3302, 0.7648]]
}

=====

Entry 6:
{
  "formula": "C11H15N",
  "method": "ωB97M-V with the def2-TZVPD basis set",
  "gap_ha": 0.3271,
  "e_lumo_ev": 0.9,
  "largest_force_ev_per_a": 3.85,
  "e_homo_ev": -7.996,
  "smiles": "Cc1c[nH]c2ccccc12.CC",
  "energy_ha": -482.86069,
  "relative_energy_kj_mol": 143.0,
  "elements": ["C", "C", "C", "N", "C", "C", "C", "C", "C", "C", "H", "H", "H", "H", "H", "H", "H", "H", "H", "C", "C", "H", "H", "H", "H", "H", "H"],
  "xyz": [[2.3224, 1.6940, 0.6036], [1.5317, 0.4443, 0.6494], [1.8581, -0.8299, 0.3677], [0.8546, -1.7221, 0.7958], [-0.1293, -0.8789, 1.3260], [-1.4972, -1.3388, 1.4566], [-2.2911, -0.3753, 2.0305], [-1.9038, 0.9565, 2.2072], [-0.6436, 1.4171, 1.8553], [0.2600, 0.4678, 1.2996], [1.8401, 2.6161, 0.2655], [3.2705, 1.5991, 0.0329], [2.8054, 1.9331, 1.5723], [2.8370, -1.1250, 0.0367], [0.6816, -2.6420, 0.4637], [-1.7640, -2.3739, 1.2826], [-3.3385, -0.6222, 2.1524], [-2.6117, 1.6816, 2.6334], [-0.3043, 2.3781, 2.2017], [-0.0324, -0.0087, -3.3257], [-0.8970, -0.8312, -2.4040], [0.9492, -0.4949, -3.5648], [-0.4263, 0.2595, -4.3134], [0.3039, 1.0029, -3.0910], [-1.4898, -0.3258, -1.6126], [-0.3427, -1.7177, -2.0549], [-1.8429, -1.1637, -2.8668]]
}